# 1
# C3H6NO3

The ion C3H6NO3 with charge -1 at a distorted geometry (wB97M-V/def2-TZVPD, OMol25).

Calculated values
**2S+1**: 1
**Maximum force**: 2.76 eV/A
**HOMO**: -4.0 eV
**Gap between HOMO and LUMO**: 0.2893 Ha
**Total energy**: -398.43455 Ha
**ΔE to the lowest compared entry with this formula, charge and spin**: 1.619 eV
**Total charge**: -1
**Lowest unoccupied orbital energy**: 0.1410 Ha

XYZ file:
```
13
Properties=species:S:1:pos:R:3:forces:R:3
C 1.22848 0.21303 0.38356 -0.288 2.306 -1.480
O -2.25653 -1.11913 0.11327 0.244 -0.924 0.049
H -2.38264 -2.02632 0.43270 -0.063 0.492 -0.188
H 0.02486 1.88653 -1.25388 0.170 0.032 0.558
H -0.80469 0.47437 1.04151 0.100 0.101 -0.354
H -0.98468 -1.11380 -1.47280 0.691 -0.191 -0.232
N -0.72508 1.28526 -0.94290 -0.152 -0.034 0.088
H -1.50289 1.83306 -0.60628 0.166 0.188 -0.069
H -0.26982 -1.84183 0.10576 -0.154 0.072 -0.649
C -0.86143 -1.06211 -0.39923 -1.088 0.457 1.776
O 1.70846 1.38150 0.41981 0.264 -0.599 0.376
C -0.32545 0.29413 0.06192 0.219 -1.284 -0.327
O 1.80265 -0.87718 0.44720 -0.109 -0.616 0.454
```
Forces are in eV/Å.

***

# 2
# C22H26N4O4

An isolated molecule of C22H26N4O4 at a distorted geometry (wB97M-V/def2-TZVPD, OMol25).

Calculated values
**2S+1**: 1
**Maximum force**: 1.11 eV/A
**HOMO**: -8.9 eV
**Gap between HOMO and LUMO**: 0.3308 Ha
**Total energy**: -1373.95120 Ha
**ΔE to the lowest compared entry with this formula, charge and spin**: 1.458 eV
**Lowest unoccupied orbital energy**: 0.0023 Ha

XYZ file:
```
56
Properties=species:S:1:pos:R:3:forces:R:3
H -1.49206 2.06761 -3.95883 0.102 -0.107 -0.044
C -0.68862 1.58293 -3.39897 -0.420 -0.362 0.245
C 2.35630 1.16355 0.80516 -0.081 -0.325 0.390
C 0.75613 -0.69546 -2.08653 0.153 -0.142 -0.052
N -0.09547 2.52215 -2.48045 0.288 -0.199 -0.369
H -1.68342 -3.07591 -2.52127 0.090 -0.087 0.015
O -0.46485 -0.11934 -1.63261 0.066 -0.197 0.190
H 1.52586 0.08472 -2.16679 -0.048 -0.037 -0.048
C -1.16595 -1.31712 4.20446 -0.013 0.035 -0.175
C 0.33046 1.36303 2.12333 -0.157 0.351 -0.103
H 2.15688 -2.17276 -1.40775 0.124 -0.076 0.003
C -1.20533 -1.09380 1.83432 -0.020 0.005 0.206
H -1.49155 1.55810 3.15537 0.107 0.018 0.052
C 1.82402 2.19665 -0.07433 -0.134 0.149 -0.001
H -1.72218 -2.92569 0.82949 0.010 0.054 -0.149
H 0.79127 4.42303 -0.88290 -0.079 -0.057 0.078
C -1.55758 -2.43297 1.77855 0.031 0.201 -0.236
H 1.31078 -1.33171 -0.10293 0.051 0.025 0.153
N -0.08365 2.32419 1.37142 -0.744 -0.312 0.768
C -1.30901 0.38568 -2.63841 -0.212 0.536 -0.052
H 1.56786 -0.63591 3.57611 -0.048 -0.058 0.069
C -0.99371 -0.51486 3.08165 -0.145 -0.228 0.088
C -1.52818 -2.64293 4.03112 0.054 0.137 0.262
C -2.77610 -1.38181 -3.28594 -0.129 -0.168 0.094
H -2.19031 0.73804 -2.08195 0.118 -0.108 -0.165
C -0.59827 0.93146 3.21856 -0.009 0.060 -0.029
O -1.66209 -0.56113 -3.60022 0.207 0.125 -0.056
H -0.64017 4.37030 0.21149 0.111 -0.104 -0.115
C 2.12895 -0.28722 2.72357 -0.061 0.062 0.022
H 0.06899 1.22261 -4.09326 -0.004 0.045 -0.018
H -3.02660 -1.87104 -4.23074 -0.097 0.053 0.129
H -1.67027 -3.29705 4.88164 0.008 0.015 0.130
C -2.49100 -2.41891 -2.20663 0.011 0.305 -0.219
H 3.74915 -1.62411 3.06537 0.014 -0.059 0.060
H 0.59702 -1.14017 -3.07497 0.095 0.049 0.084
N 0.63604 2.74911 0.33759 0.767 -0.033 -0.240
H 0.90994 2.49472 -2.33715 -0.186 0.062 0.061
O 2.36108 2.56702 -1.11507 0.259 0.005 -0.039
H -3.38252 -3.01430 -2.02777 -0.096 -0.099 0.028
N -1.71453 -3.19679 2.84608 -0.138 -0.540 -0.016
C 4.09353 -0.40556 1.33487 -0.007 0.058 -0.078
H -3.61795 -0.74545 -2.97939 0.053 -0.056 -0.095
C 1.60360 0.72559 1.91038 0.527 0.133 -0.510
C 1.20118 -1.76078 -1.09530 -0.210 0.347 -0.237
H 0.46809 -2.56084 -1.04325 -0.075 -0.121 0.001
H -1.09400 -0.51880 0.92693 0.032 0.042 -0.171
C -0.84407 3.15647 -1.55919 0.595 0.403 0.223
H 4.14536 0.94939 -0.33317 0.049 0.016 -0.075
O -2.05294 3.21469 -1.57213 -0.466 -0.035 0.034
H -1.01856 -0.91596 5.19673 0.024 0.032 0.102
C 3.35444 -0.84155 2.43449 -0.050 -0.008 0.062
H 5.05314 -0.85189 1.12287 0.080 -0.029 -0.031
C 0.00905 3.79636 -0.44937 -0.314 0.185 -0.274
H -0.13339 1.09792 4.19399 -0.047 -0.012 0.016
C 3.59861 0.58937 0.52494 -0.040 0.087 -0.061
H -2.20340 -1.92286 -1.28323 0.006 -0.036 0.093
```
Forces are in eV/Å.

***

# 3
# C29H35N2O4PPt

A structure of composition C29H35N2O4PPt at a distorted geometry (wB97M-V/def2-TZVPD, OMol25).

Calculated values
**2S+1**: 1
**Maximum force**: 5.06 eV/A
**HOMO (spin up / spin down)**: -6.3 / -6.3 eV
**Gap between HOMO and LUMO (spin up / spin down)**: 0.1576 / 0.1577 Ha
**Total energy**: -1997.23144 Ha
**ΔE to the lowest compared entry with this formula, charge and spin**: 3.092 eV
**Lowest unoccupied orbital energy (spin up / spin down)**: -0.0737 / -0.0736 Ha

XYZ file:
```
72
Properties=species:S:1:pos:R:3:forces:R:3
H 3.65060 1.27650 2.20350 0.174 -0.008 -0.009
H -2.58650 0.68660 4.92690 -0.018 0.058 0.068
C -0.29780 2.07680 4.23530 0.073 -0.146 0.071
P 0.15390 -0.03180 2.47510 0.347 -0.255 0.418
C 1.19090 3.94960 -0.55420 0.813 -1.630 -0.265
H 1.97820 -1.70350 4.12560 0.082 -0.105 0.024
C -0.19510 -1.82080 2.47410 -0.016 -0.006 -0.418
C 0.83670 -4.87460 -4.74410 0.070 0.096 -0.023
C 2.38300 -3.43220 -0.19150 -0.060 -0.040 -0.094
O 1.91210 0.30940 -0.82090 -0.001 3.116 -0.222
H 2.08550 -4.07700 0.63660 0.022 0.025 0.087
O -2.10420 0.46570 0.19630 0.087 -0.445 -0.225
C -0.45990 -2.51030 3.65270 0.065 -0.504 -0.111
C 2.64140 1.33880 2.60560 -0.018 -0.134 -0.096
H 0.11640 5.73850 -0.15880 0.056 0.063 0.015
H -0.45390 -1.97870 4.59200 -0.029 0.082 0.146
C 1.34080 -3.42040 -1.27060 -0.135 0.377 -0.008
H -2.05960 -4.95410 4.93710 -0.055 -0.054 0.151
H 2.14560 4.42590 -0.70880 0.082 0.092 -0.053
C -2.10160 0.34610 4.01220 0.104 -0.107 0.020
C -0.79240 -2.64150 -2.14750 0.168 -0.098 0.272
C -1.19620 2.63620 -0.08890 -0.473 -0.046 -0.147
C -0.20330 -2.53230 1.24040 -0.516 -0.358 1.007
H 2.71150 1.81350 3.58190 -0.047 0.138 0.018
H -0.17250 0.05470 4.94260 -0.013 -0.020 -0.098
H 2.51970 -2.42610 0.20290 0.049 0.047 0.105
H -0.54960 2.61470 3.32210 -0.036 0.096 -0.104
H -2.04810 4.55430 0.28480 -0.177 0.016 0.053
O 3.38450 1.99150 -1.16260 -1.627 0.202 0.321
C 0.60220 -4.11880 -3.47140 -0.031 0.056 0.131
C -2.06810 -1.87510 -1.98440 0.026 0.104 -0.062
H -2.54650 -2.10260 -1.03220 -0.006 0.080 0.052
H 1.36910 -4.24510 -5.45840 0.043 -0.037 -0.115
H 3.33060 -3.79560 -0.58100 0.100 -0.020 -0.030
H -0.94130 -3.90430 5.81510 -0.003 0.002 0.108
H 2.06060 1.98290 1.94830 -0.081 0.196 -0.064
H -2.53260 0.88920 3.17300 -0.100 0.045 -0.101
H 3.90940 1.19880 -1.34290 -0.014 -0.144 0.070
H 0.75060 2.25470 4.46180 0.076 0.086 -0.005
H -0.10710 -5.16770 -5.19890 -0.023 -0.074 -0.057
H 1.43820 -5.76330 -4.56650 0.019 -0.087 -0.047
C -0.45430 -3.92660 1.29320 0.036 0.259 -0.196
H -1.29090 -3.35150 -4.09130 -0.141 -0.022 -0.103
C -1.15950 4.01120 0.01440 0.959 0.101 -0.306
H -1.87240 -0.79880 -2.00070 -0.145 -0.092 0.009
C -0.71220 -4.56860 2.47310 0.102 0.245 0.321
C -1.03670 -4.57620 4.96550 -0.092 -0.094 -0.062
C 0.16540 -2.66100 -1.11610 0.056 -0.488 -0.602
O -3.50580 2.17460 0.36070 0.286 0.520 0.025
C 2.43280 -0.72050 4.02830 0.073 -0.099 -0.235
N -0.05520 -1.91770 0.05040 0.175 -0.142 -0.397
H 2.44830 -4.70010 -2.56830 0.128 -0.089 0.010
H -0.89230 2.49750 5.04540 -0.043 0.036 0.081
Pt -0.11480 0.03380 -0.19590 -0.052 0.638 0.342
N -0.11430 1.94390 -0.43070 1.928 1.181 -0.099
H 2.13870 -0.12360 4.88930 -0.030 0.120 0.089
C 2.01730 -0.05190 2.72580 -0.392 0.003 0.202
H -2.32300 -0.71050 3.87810 -0.118 0.004 -0.019
C 2.12190 1.58690 -0.88040 2.680 -4.256 -0.523
C 0.06990 4.66260 -0.23330 -1.229 0.044 0.276
C -0.72150 -3.87050 3.68280 0.038 0.088 0.069
H -0.48390 -4.47320 0.36180 -0.006 -0.067 -0.039
H 3.51540 -0.82660 4.05190 0.176 -0.090 0.119
H -2.75980 -2.10560 -2.79050 -0.069 -0.046 -0.071
H 2.36300 -0.65820 1.87660 -0.140 -0.004 0.115
C -0.55310 -3.36730 -3.30180 0.200 -0.056 0.009
C -0.59520 0.58640 4.08350 0.100 -0.080 -0.356
H -0.91980 -5.62970 2.47010 -0.036 -0.124 -0.019
H -0.37590 -5.42950 5.11780 0.031 -0.044 0.093
C 1.11040 2.53320 -0.64930 -2.796 2.269 0.480
C -2.39330 1.72640 0.17770 -0.459 -0.313 0.126
C 1.53920 -4.12720 -2.44590 -0.194 -0.061 -0.120
```
Forces are in eV/Å.